Entry 1:
Computed, not measured: a 2-piece molecular cluster, C6H15N3O overall, with the ωB97M-V functional and the def2-TZVPD basis.

## Properties
LUMO level: 0.6415 eV
energy above the lowest of the compared OMol25 structures with the same formula, charge and spin: 150.0 kcal per mole
M: 145.2 g mol⁻¹
E_HOMO: -9.591 eV
energy: -476.9019 hartree
gap between HOMO and LUMO: 10.23 eV

Last columns: bonded neighbours and bond lengths (Å).
Atoms and positions in Å:
1 C -3.505 -0.065 -0.075  C2 1.527, H9 1.081, H10 1.082, H11 1.034
2 C -2.026 -0.263 0.252  C1 1.527, C3 1.523, H12 1.142, H13 1.054
3 C -1.457 -1.603 -0.194  C2 1.523, C4 1.445, H14 1.127, H15 1.088
4 C -0.038 -1.756 -0.424  C3 1.445, C5 1.493, H16 1.076, H17 1.190
5 C 0.956 -1.348 0.612  C4 1.493, N6 1.519, H18 1.060, H19 1.101
6 N 2.245 -1.438 -0.185  C5 1.519, N7 1.525, N8 1.370
7 N 3.336 -0.443 0.196  N6 1.525, N8 1.232
8 N 2.544 -0.213 -0.719  N6 1.370, N7 1.232
9 H -3.995 0.846 0.239  C1 1.081
10 H -3.650 -0.164 -1.143  C1 1.082
11 H -3.936 -0.845 0.449  C1 1.034
12 H -1.754 -0.200 1.360  C2 1.142
13 H -1.269 0.399 -0.061  C2 1.054
14 H -1.957 -2.013 -1.118  C3 1.127
15 H -1.604 -2.473 0.443  C3 1.088
16 H 0.136 -2.796 -0.640  C4 1.076
17 H 0.176 -1.040 -1.351  C4 1.190
18 H 0.803 -0.346 0.921  C5 1.060
19 H 1.114 -1.970 1.507  C5 1.101
20 C 2.546 3.257 -0.105  O21 1.477, H22 1.203, H23 1.097, H24 1.078
21 O 2.150 1.944 0.444  C20 1.477, H25 0.947
22 H 3.372 3.626 0.688  C20 1.203
23 H 1.742 3.994 0.015  C20 1.097
24 H 2.754 3.182 -1.159  C20 1.078
25 H 1.316 1.729 0.051  O21 0.947

Results of the Löwdin charge analysis, in e, for atoms 1 through 2: -0.0829 -0.2497

Entry 2:
Computed, not measured: one molecule with the formula C4H11N2, with the ωB97M-V functional and the def2-TZVPD basis.

## Properties
LUMO level (spin up / spin down): 0.9170 / 0.8126 eV
energy above the lowest of the compared OMol25 structures with the same formula, charge and spin: 47.1 kcal per mole
M: 87.1 g mol⁻¹
E_HOMO (spin up / spin down): -3.236 / -10.313 eV
energy: -268.3706 hartree
multiplicity: 2
gap between HOMO and LUMO (spin up / spin down): 4.15 / 11.13 eV

Last columns: bonded neighbours and bond lengths (Å).
Atoms and positions in Å:
1 C 0.149 0.663 1.547  C2 1.516, N6 1.508, H7 1.084, H8 1.082
2 C 0.852 0.836 0.215  C1 1.516, C3 1.536, H9 1.093, H10 1.088
3 C -0.036 0.660 -1.025  C2 1.536, N5 1.452, H11 1.099, H12 1.092
4 C -0.495 -1.151 -2.408  N5 1.249, H13 1.092, H14 1.092
5 N -0.362 -0.739 -1.236  C3 1.452, C4 1.249
6 N -0.319 -0.749 1.793  C1 1.508, H15 1.066, H16 1.037, H17 1.042
7 H -0.718 1.310 1.607  C1 1.084
8 H 0.842 0.879 2.350  C1 1.082
9 H 1.283 1.839 0.172  C2 1.093
10 H 1.688 0.144 0.137  C2 1.088
11 H -0.955 1.248 -0.896  C3 1.099
12 H 0.459 1.100 -1.894  C3 1.092
13 H -0.355 -0.542 -3.303  C4 1.092
14 H -0.723 -2.204 -2.588  C4 1.092
15 H -0.553 -0.909 2.821  N6 1.066
16 H -1.163 -0.957 1.226  N6 1.037
17 H 0.405 -1.430 1.482  N6 1.042

Results of the Löwdin charge analysis, in e, for atoms 1 through 2: -0.2946 -0.2161